# 1
# C7H10BF2N

The molecule C7H10BF2N (ωB97M-V with the def2-TZVPD basis set, the Open Molecules 2025 dataset).

The geometry in ORCA input format:
```
! RIJCOSX wB97M-V def2-TZVPD def2/J DEFGRID3
* xyz 0 1
C -2.23 -0.64 -1.24
N -1.55 -0.22 -0.03
C -1.96 -0.98 1.13
B -0.58 0.72 -0.02
C 0.26 1.86 -0.11
C 1.68 2.02 -0.14
C 2.65 1.13 0.14
C 2.49 -0.26 0.49
C 1.68 -1.14 -0.09
F 0.99 -0.98 -1.22
F 1.51 -2.40 0.35
H -1.99 -1.68 -1.48
H -3.32 -0.56 -1.10
H -1.93 -0.01 -2.07
H -3.02 -0.83 1.34
H -1.79 -2.05 0.97
H -1.39 -0.66 2.00
H -0.27 2.81 -0.10
H 2.01 3.04 -0.33
H 3.67 1.48 0.21
H 3.08 -0.64 1.31
*
```

Properties
* SMILES: CN(C)/B=C/C=C\C=C(F)F
* LUMO level: 0.6 eV
* relative energy (zero: lowest compared OMol25 entry of this formula, charge and spin): 14.79 kcal/mol

Mulliken atomic charge list, values in e, 2 entries: C -0.9618; N -0.0259

***

# 2
# C23H28N2O

The molecule C23H28N2O (ωB97M-V with the def2-TZVPD basis set, the Open Molecules 2025 dataset).

The geometry in ORCA input format:
```
! RIJCOSX wB97M-V def2-TZVPD def2/J DEFGRID3
* xyz 0 1
C -4.17 -2.65 1.66
N -3.56 -2.29 0.41
C -2.86 -3.32 -0.32
C -3.27 -0.97 0.14
C -2.65 -0.61 -1.06
C -2.37 0.72 -1.35
C -2.71 1.73 -0.47
C -2.32 3.17 -0.74
N -1.21 3.67 0.05
C 0.03 2.93 -0.06
C 0.20 1.82 0.99
C 1.34 0.83 0.71
C 2.69 1.54 0.47
C 3.79 0.52 0.39
C 4.22 0.03 -0.84
C 5.20 -0.95 -0.91
C 5.76 -1.45 0.24
C 5.35 -0.96 1.48
C 4.37 0.01 1.54
C 1.03 -0.08 -0.44
C 0.76 -1.41 -0.46
C 0.55 -1.76 -1.81
C 0.71 -0.61 -2.52
O 1.00 0.41 -1.70
C -3.35 1.38 0.71
C -3.63 0.06 1.01
H -5.09 -2.08 1.81
H -4.44 -3.71 1.64
H -3.51 -2.48 2.52
H -3.24 -3.40 -1.34
H -3.01 -4.28 0.17
H -1.78 -3.13 -0.36
H -2.37 -1.35 -1.79
H -1.89 0.96 -2.28
H -2.04 3.27 -1.80
H -3.17 3.83 -0.55
H -1.48 3.74 1.03
H 0.08 2.50 -1.07
H 0.85 3.65 0.05
H -0.73 1.24 1.05
H 0.37 2.28 1.96
H 1.44 0.18 1.59
H 2.64 2.11 -0.46
H 2.88 2.22 1.30
H 3.78 0.42 -1.75
H 5.52 -1.32 -1.88
H 6.53 -2.21 0.19
H 5.79 -1.35 2.38
H 4.05 0.38 2.51
H 0.72 -2.07 0.39
H 0.33 -2.73 -2.21
H 0.65 -0.40 -3.57
H -3.64 2.15 1.41
H -4.12 -0.16 1.95
*
```

Properties
* SMILES: CN(C)c1ccc(CNCC[C@H](Cc2ccccc2)c2ccco2)cc1
* LUMO level: 0.8 eV
* relative energy (zero: lowest compared OMol25 entry of this formula, charge and spin): 26.44 kcal/mol

Mulliken atomic charge list, values in e, 2 entries: C -1.1597; N 0.0185

***

# 3
# C40H35GeN3O4Re

A structure of composition C40H35GeN3O4Re (ωB97M-V with the def2-TZVPD basis set, the Open Molecules 2025 dataset).

The geometry in ORCA input format:
```
! RIJCOSX wB97M-V def2-TZVPD def2/J DEFGRID3
* xyz 2 2
Re -0.65 -0.46 0.09
C 0.97 -1.24 3.99
C 0.60 -1.20 2.54
N -0.31 -0.38 2.02
O -0.94 0.56 2.83
C 1.24 -2.04 1.61
C 2.31 -3.03 1.92
N 0.80 -1.83 0.35
O 1.31 -2.39 -0.64
H 0.45 -0.50 4.59
H 2.04 -1.07 4.09
H 0.76 -2.24 4.39
H -1.22 0.11 3.64
H 3.20 -2.53 2.31
H 2.59 -3.56 1.01
H 1.98 -3.75 2.67
O 1.26 3.07 -0.96
C 0.48 2.24 -0.59
O 0.89 1.01 -0.23
C -0.99 2.49 -0.50
C -1.45 3.80 -0.59
C -2.80 4.02 -0.57
C -3.68 2.92 -0.54
C -5.08 3.10 -0.59
C -5.91 2.03 -0.61
C -5.37 0.72 -0.57
C -4.03 0.51 -0.50
C -3.14 1.61 -0.47
N -1.78 1.42 -0.40
H -0.72 4.60 -0.66
H -3.20 5.02 -0.61
H -5.47 4.11 -0.64
H -6.99 2.16 -0.66
H -6.04 -0.13 -0.60
H -3.63 -0.49 -0.48
C 0.28 -1.65 -4.28
C -0.17 -0.68 -3.39
C -0.95 -1.07 -2.31
C -1.26 -2.43 -2.10
C -0.81 -3.38 -3.03
C -0.04 -2.99 -4.10
C -1.95 -2.83 -0.91
C -1.95 -2.01 0.22
C -2.68 -2.41 1.43
C -2.78 -3.75 1.80
C -3.45 -4.12 2.95
C -4.06 -3.15 3.74
C -3.98 -1.81 3.38
C -3.28 -1.44 2.24
H 0.86 -1.34 -5.14
H 0.03 0.37 -3.57
H -1.50 -0.29 -1.77
H -1.05 -4.43 -2.88
H 0.31 -3.72 -4.82
H -2.42 -3.80 -0.90
H -2.30 -4.52 1.20
H -3.51 -5.16 3.23
H -4.60 -3.44 4.63
H -4.47 -1.06 3.99
H -3.23 -0.40 1.96
Ge 2.96 1.00 -0.35
C 3.57 2.23 0.96
C 3.94 1.67 2.19
C 4.43 2.48 3.20
C 4.56 3.85 2.99
C 4.22 4.41 1.76
C 3.72 3.61 0.75
C 3.28 0.87 -2.22
C 3.50 -0.41 -2.72
C 3.79 -0.58 -4.07
C 3.85 0.52 -4.91
C 3.62 1.80 -4.42
C 3.34 1.98 -3.07
H 3.01 -0.41 0.26
H 3.85 0.60 2.35
H 4.72 2.05 4.15
H 4.94 4.48 3.78
H 4.34 5.47 1.60
H 3.46 4.05 -0.20
H 3.46 -1.27 -2.07
H 3.99 -1.57 -4.45
H 4.09 0.38 -5.96
H 3.68 2.65 -5.08
H 3.19 2.98 -2.69
*
```

Properties
* LUMO level (spin up / spin down): -7.5 / -7.9 eV

Mulliken atomic charge list, values in e, 2 entries: Re 1.3514; C -1.7784

***

# 4
# C2H5NS

A structure of composition C2H5NS (ωB97M-V with the def2-TZVPD basis set, the Open Molecules 2025 dataset).

The geometry in ORCA input format:
```
! RIJCOSX wB97M-V def2-TZVPD def2/J DEFGRID3
* xyz 0 1
C -0.61 0.39 0.08
C 0.10 -1.02 0.10
N 0.64 1.17 0.10
S 1.76 -0.17 0.00
H -1.42 0.50 -0.59
H -1.13 0.61 0.99
H -0.20 -1.66 1.00
H 0.07 -1.51 -0.89
H 0.78 1.69 -0.79
*
```

Properties
* LUMO level: 0.7 eV
* relative energy (zero: lowest compared OMol25 entry of this formula, charge and spin): 44.78 kcal/mol

Mulliken atomic charge list, values in e, 2 entries: C -0.4734; C -0.3418

***

# 5
# C6H10

The molecule C6H10 (ωB97M-V with the def2-TZVPD basis set, the Open Molecules 2025 dataset).

The geometry in ORCA input format:
```
! RIJCOSX wB97M-V def2-TZVPD def2/J DEFGRID3
* xyz 0 1
C -0.62 -1.85 1.51
C -0.47 -1.06 0.61
C 0.09 0.03 -0.15
C -0.59 0.60 -1.40
C 1.49 -0.57 -0.65
C -0.42 1.07 1.07
H -0.81 -2.13 2.51
H -0.66 -0.12 -2.23
H 0.00 1.45 -1.76
H -1.59 0.95 -1.15
H 2.12 -0.96 0.15
H 1.22 -1.46 -1.25
H 2.08 0.06 -1.32
H -0.16 2.09 0.81
H -1.54 1.03 1.09
H -0.15 0.88 2.13
*
```

Properties
* SMILES: C#CC(C)(C)C
* LUMO level: 1.0 eV
* relative energy (zero: lowest compared OMol25 entry of this formula, charge and spin): 71.71 kcal/mol

Mulliken atomic charge list, values in e, 2 entries: C -0.2064; C -0.8170

***

# 6
# C48H36HfN2O2P2S3

A structure of composition C48H36HfN2O2P2S3 (ωB97M-V with the def2-TZVPD basis set, the Open Molecules 2025 dataset).

The geometry in ORCA input format:
```
! RIJCOSX wB97M-V def2-TZVPD def2/J DEFGRID3
* xyz 0 1
Hf 0.29 -0.13 -0.91
S -2.13 -1.09 -0.62
P -1.94 0.10 1.04
C -0.35 0.64 1.15
P 0.77 -0.20 2.10
S 1.22 -1.91 1.08
C 2.29 0.79 2.24
C 2.33 2.09 1.74
C 3.50 2.83 1.84
C 4.62 2.28 2.45
C 4.57 0.98 2.96
C 3.41 0.24 2.85
C 0.35 -0.49 3.84
C 0.22 -1.76 4.38
C -0.10 -1.91 5.72
C -0.27 -0.79 6.52
C -0.14 0.48 5.98
C 0.17 0.63 4.64
C -3.11 1.48 0.85
C -2.63 2.79 0.92
C -3.52 3.85 0.81
C -4.88 3.61 0.63
C -5.35 2.30 0.56
C -4.46 1.24 0.66
C -2.60 -0.82 2.46
C -2.65 -2.21 2.44
C -3.09 -2.90 3.56
C -3.47 -2.21 4.70
C -3.41 -0.83 4.73
C -2.98 -0.13 3.61
H 1.45 2.49 1.26
H 3.54 3.83 1.44
H 5.53 2.86 2.53
H 5.45 0.55 3.43
H 3.37 -0.78 3.22
H 0.35 -2.63 3.74
H -0.20 -2.90 6.14
H -0.52 -0.91 7.57
H -0.28 1.36 6.61
H 0.29 1.62 4.21
H -1.57 2.95 1.05
H -3.15 4.87 0.86
H -5.57 4.44 0.56
H -6.40 2.12 0.41
H -4.82 0.22 0.60
H -2.35 -2.73 1.55
H -3.14 -3.98 3.53
H -3.81 -2.75 5.57
H -3.70 -0.29 5.62
H -2.93 0.96 3.63
O -0.50 1.94 -1.44
S -0.78 1.77 -2.89
O -0.27 2.77 -3.78
N -0.21 0.31 -3.03
C 0.00 -0.53 -4.10
C -0.16 -0.25 -5.43
C 0.10 -1.24 -6.40
C 0.52 -2.49 -6.04
C 0.69 -2.81 -4.67
C 1.11 -4.08 -4.21
C 1.24 -4.30 -2.87
C 0.96 -3.26 -1.97
N 0.58 -2.06 -2.36
C 0.44 -1.83 -3.70
C -2.54 1.72 -3.06
C -3.19 0.55 -3.43
C -4.57 0.55 -3.54
C -5.29 1.71 -3.27
C -4.63 2.87 -2.89
C -3.25 2.89 -2.79
H -0.48 0.74 -5.74
H -0.03 -1.00 -7.44
H 0.72 -3.25 -6.79
H 1.33 -4.86 -4.93
H 1.55 -5.26 -2.48
H 1.05 -3.42 -0.91
H -2.62 -0.35 -3.61
H -5.08 -0.35 -3.83
H -6.37 1.70 -3.35
H -5.19 3.77 -2.67
H -2.72 3.78 -2.50
C 2.48 0.16 -1.23
C 3.67 -0.04 -1.40
C 5.07 -0.28 -1.59
C 5.57 -0.68 -2.83
C 6.92 -0.92 -3.00
C 7.80 -0.76 -1.94
C 7.32 -0.36 -0.70
C 5.96 -0.12 -0.53
H 4.88 -0.80 -3.66
H 7.29 -1.23 -3.97
H 8.86 -0.95 -2.08
H 8.00 -0.24 0.13
H 5.58 0.19 0.44
*
```

Properties
* LUMO level: -0.4 eV
* relative energy (zero: lowest compared OMol25 entry of this formula, charge and spin): 0.00 kcal/mol

Mulliken atomic charge list, values in e, 2 entries: Hf 0.7416; S -0.7822